1.
Computed, not measured: a 2-piece molecular cluster, C7H18NOP overall at a distorted geometry, with ωB97M-V/def2-TZVPD.

Structure (ORCA input):
```
! RIJCOSX wB97M-V def2-TZVPD def2/J DEFGRID3
* xyz 0 1
C -0.746 -1.914 0.361
C -2.695 -0.405 0.562
C -1.380 -0.553 -1.677
C -0.631 1.712 0.028
C 2.726 1.351 -0.627
C 2.466 -0.627 1.559
C -1.281 -0.560 -0.102
N -0.464 0.446 0.488
O 2.410 -1.197 -1.208
P 2.035 -0.235 -0.191
H -1.154 -2.810 -0.057
H 0.302 -1.902 -0.009
H -0.904 -2.005 1.444
H -3.240 0.389 -0.039
H -2.716 -0.193 1.732
H -3.269 -1.192 0.415
H -0.319 -0.458 -2.109
H -2.093 -1.332 -1.901
H -1.871 0.357 -2.054
H 0.099 2.462 0.479
H -0.418 1.715 -1.085
H -1.670 2.062 0.148
H 2.715 2.147 0.104
H 3.813 1.016 -0.790
H 2.211 1.500 -1.509
H 1.627 -0.455 2.327
H 2.833 -1.585 1.505
H 3.229 0.211 1.853
*
```

Computed properties:
Energy above the lowest of the compared OMol25 structures with the same formula, charge and spin ... 84.9 kcal per mole
HOMO (alpha / beta) ... -7.4118 / -8.2027 eV
Kohn-Sham gap (alpha / beta) ... 7.4 / 8.1 eV
LUMO level (alpha / beta) ... 0.001 / -0.002 hartree



2.
Computed, not measured: an isolated ion of composition C3H9N4 and charge +1 at a distorted geometry, with ωB97M-V/def2-TZVPD.

Structure (ORCA input):
```
! RIJCOSX wB97M-V def2-TZVPD def2/J DEFGRID3
* xyz 1 1
C 1.598 0.446 -0.329
C -1.287 0.194 0.303
C -0.461 -0.843 -0.511
N 1.217 1.001 0.728
N 0.795 -0.395 -1.020
N -1.539 1.403 -0.076
N -0.098 -1.864 0.563
H 2.507 0.455 -0.845
H -1.526 -0.177 1.234
H -1.024 -1.239 -1.385
H 1.960 1.471 1.191
H 1.203 -0.855 -1.810
H -1.974 1.986 0.618
H -1.145 1.886 -0.880
H 0.698 -1.486 1.099
H -0.926 -1.983 1.119
*
```

Computed properties:
Energy above the lowest of the compared OMol25 structures with the same formula, charge and spin ... 49.1 kcal per mole
HOMO ... -13.7835 eV
SMILES ... [H]/N=C/N[C@@H](N)C=[NH2+]
Kohn-Sham gap ... 8.8 eV
LUMO level ... -0.184 hartree



3.
Computed, not measured: CH3IO3S as an isolated structure at a distorted geometry, with ωB97M-V/def2-TZVPD.

Structure (ORCA input):
```
! RIJCOSX wB97M-V def2-TZVPD def2/J DEFGRID3
* xyz 0 1
C -0.354 1.308 -0.175
O -0.998 -0.925 1.147
O 1.315 -0.334 1.253
O 0.382 -1.185 -1.196
S 0.102 -0.315 0.527
I 0.780 -3.042 -0.736
H 0.688 1.447 -0.499
H -1.096 1.138 -0.974
H -0.820 1.907 0.653
*
```

Computed properties:
Energy above the lowest of the compared OMol25 structures with the same formula, charge and spin ... 32.4 kcal per mole
HOMO ... -9.4051 eV
Kohn-Sham gap ... 8.7 eV
LUMO level ... -0.025 hartree



4.
Computed, not measured: a 2-piece molecular cluster, HNO2S2 overall at a distorted geometry, with ωB97M-V/def2-TZVPD.

Structure (ORCA input):
```
! RIJCOSX wB97M-V def2-TZVPD def2/J DEFGRID3
* xyz 0 1
N -0.925 1.236 -1.316
O 0.469 -0.476 0.625
O 1.274 -1.771 2.482
S 1.309 -0.538 1.756
S -0.787 1.175 -2.820
H -1.340 0.374 -0.728
*
```

Computed properties:
Energy above the lowest of the compared OMol25 structures with the same formula, charge and spin ... 5.6 kcal per mole
HOMO (alpha / beta) ... -8.2407 / -8.2390 eV
Kohn-Sham gap (alpha / beta) ... 7.0 / 7.0 eV
LUMO level (alpha / beta) ... -0.047 / -0.047 hartree



5.
Computed, not measured: a 2-piece molecular cluster, C6H9N2O2 overall at a distorted geometry, with ωB97M-V/def2-TZVPD.

Structure (ORCA input):
```
! RIJCOSX wB97M-V def2-TZVPD def2/J DEFGRID3
* xyz -2 2
C -0.474 -3.077 2.544
C -0.924 0.490 1.407
C 0.329 -1.310 0.700
C -0.367 -1.726 1.869
N -0.022 0.018 0.384
N -1.191 -0.596 2.279
H 0.060 0.448 -0.600
H -1.314 1.431 1.629
H 1.105 -1.756 0.236
H -1.200 -3.103 3.343
H 0.283 -3.296 3.300
H -0.405 -3.884 1.825
C 1.081 2.635 -3.015
C -0.012 1.864 -2.235
O -0.831 2.474 -1.640
O 0.091 0.624 -2.300
H 0.798 3.732 -3.033
H 0.881 2.285 -4.076
H 2.113 2.747 -2.619
*
```

Computed properties:
Energy above the lowest of the compared OMol25 structures with the same formula, charge and spin ... 50.1 kcal per mole
HOMO (alpha / beta) ... 3.8613 / -1.5375 eV
Kohn-Sham gap (alpha / beta) ... 1.9 / 7.3 eV
LUMO level (alpha / beta) ... 0.214 / 0.211 hartree



6.
Computed, not measured: a 10-piece molecular cluster, H20O10 overall at a distorted geometry, with ωB97M-V/def2-TZVPD.

Structure (ORCA input):
```
! RIJCOSX wB97M-V def2-TZVPD def2/J DEFGRID3
* xyz 0 1
H -0.067 -0.444 -0.261
H -0.428 0.601 0.643
H -2.111 -0.261 3.110
H -2.688 1.189 3.372
H 0.338 -1.318 1.924
H 1.356 -1.526 3.076
H 1.177 0.148 -1.622
H 1.906 -0.254 -2.884
H 4.412 -0.143 2.728
H 4.880 0.725 1.527
H -0.506 -2.042 -1.668
H -0.366 -0.521 -2.149
H -5.095 -0.782 -0.064
H -4.090 -1.921 -0.195
H 1.620 3.964 -1.028
H 0.597 2.822 -1.138
H -2.240 -2.607 -4.966
H -1.545 -1.909 -3.864
H 1.905 1.440 1.368
H 1.194 1.589 2.604
O 0.267 -0.145 0.572
O -2.072 0.640 2.779
O 0.425 -1.675 2.820
O 1.439 0.444 -2.502
O 4.264 0.707 2.316
O -0.858 -1.415 -2.292
O -4.100 -0.968 -0.277
O 1.045 3.434 -1.627
O -2.403 -1.862 -4.393
O 1.744 2.092 2.092
*
```

Computed properties:
Energy above the lowest of the compared OMol25 structures with the same formula, charge and spin ... 105.0 kcal per mole
HOMO ... -10.7003 eV
SMILES ... O.O.O.O.O.O.O.O.O.O
Kohn-Sham gap ... 10.5 eV
LUMO level ... -0.006 hartree



Please write out number 6 again, unchanged.
Computed, not measured: a 10-piece molecular cluster, H20O10 overall at a distorted geometry, with ωB97M-V/def2-TZVPD.

Structure (ORCA input):
```
! RIJCOSX wB97M-V def2-TZVPD def2/J DEFGRID3
* xyz 0 1
H -0.067 -0.444 -0.261
H -0.428 0.601 0.643
H -2.111 -0.261 3.110
H -2.688 1.189 3.372
H 0.338 -1.318 1.924
H 1.356 -1.526 3.076
H 1.177 0.148 -1.622
H 1.906 -0.254 -2.884
H 4.412 -0.143 2.728
H 4.880 0.725 1.527
H -0.506 -2.042 -1.668
H -0.366 -0.521 -2.149
H -5.095 -0.782 -0.064
H -4.090 -1.921 -0.195
H 1.620 3.964 -1.028
H 0.597 2.822 -1.138
H -2.240 -2.607 -4.966
H -1.545 -1.909 -3.864
H 1.905 1.440 1.368
H 1.194 1.589 2.604
O 0.267 -0.145 0.572
O -2.072 0.640 2.779
O 0.425 -1.675 2.820
O 1.439 0.444 -2.502
O 4.264 0.707 2.316
O -0.858 -1.415 -2.292
O -4.100 -0.968 -0.277
O 1.045 3.434 -1.627
O -2.403 -1.862 -4.393
O 1.744 2.092 2.092
*
```

Computed properties:
Energy above the lowest of the compared OMol25 structures with the same formula, charge and spin ... 105.0 kcal per mole
HOMO ... -10.7003 eV
SMILES ... O.O.O.O.O.O.O.O.O.O
Kohn-Sham gap ... 10.5 eV
LUMO level ... -0.006 hartree